Computed, not measured: 13 unconnected molecules or ions with the total composition C37H108N8O13, with wB97M-V/def2-TZVPD.

Calculated total energy = -2890.2143 hartree
HOMO-LUMO gap = 8.96 eV
HOMO energy = -8.880 eV
Strongest force on any atom = 3.0 eV/A

```
166
Properties=species:S:1:pos:R:3:forces:R:3:mulliken_charge:R:1
C 7.8251 3.6436 -0.5909 -0.359 -1.087 -1.086 -1.3472
C 8.6720 2.3667 -0.3608 0.640 0.636 -0.299 0.5633
C 8.9141 1.4196 -1.6323 0.983 0.549 1.480 -0.6907
O 9.4850 0.1014 -1.2321 -1.187 1.015 -0.585 -0.2970
C 10.9026 0.0050 -1.0834 -0.534 0.724 -0.479 -0.8509
N 9.9472 2.8544 0.2292 -0.170 -0.927 -0.089 -0.6445
H 6.9547 3.4157 -1.2062 -0.167 -0.171 -0.086 0.3508
H 8.3967 4.3502 -1.1926 0.085 0.285 0.297 0.3521
H 7.4087 4.0836 0.3153 0.581 -0.009 0.098 0.3363
H 8.1990 1.7896 0.4338 -0.096 -0.328 -0.215 0.1668
H 9.6130 1.9030 -2.3149 0.448 0.161 0.138 0.2967
H 8.0148 1.3760 -2.2468 -0.268 -1.065 0.424 0.3602
H 11.1951 -1.0448 -1.0621 -0.306 0.032 0.377 0.2476
H 11.2150 0.5611 -0.1995 0.361 -0.573 0.160 0.3563
H 11.4321 0.4304 -1.9359 -0.046 0.227 -0.229 0.3526
H 10.5931 2.0825 0.1452 0.223 0.215 0.458 0.1660
H 10.3710 3.5938 -0.3128 -0.232 0.234 -0.285 0.2912
C -1.8917 3.1060 4.5060 0.062 -0.424 0.120 -1.4486
C -1.0101 2.1441 5.3523 -1.320 -0.001 -0.573 0.7223
C 0.3612 2.6800 5.6107 1.123 1.056 0.881 -0.7596
O 1.1329 1.8081 6.3946 -0.512 -1.923 0.225 -0.3186
C 2.3045 2.2846 7.0210 -1.079 0.314 -0.602 -0.7171
N -1.7053 1.9033 6.6424 0.671 -0.029 -0.464 -0.7880
H -2.7869 2.6109 4.1297 -0.168 -0.377 0.458 0.3564
H -1.4563 3.4226 3.5582 0.580 0.333 0.266 0.3241
H -2.2350 3.9336 5.1267 0.241 0.190 -0.169 0.3786
H -0.8960 1.2437 4.7487 0.052 -0.412 0.075 0.2378
H 0.2843 3.5976 6.1941 -0.249 0.580 -0.160 0.3465
H 0.9416 2.8748 4.7089 -0.325 0.227 -0.483 0.3394
H 2.8736 2.8520 6.2846 0.521 -0.012 0.115 0.2985
H 2.8249 1.4017 7.3921 0.139 0.279 -0.046 0.2277
H 2.0028 2.9465 7.8328 0.307 0.135 0.275 0.2959
H -2.4957 1.2881 6.5120 -0.264 0.070 -0.251 0.2511
H -1.0693 1.3586 7.2070 0.228 -0.016 0.300 0.2555
C 2.6405 0.5686 0.2325 -0.642 0.155 0.584 -1.4945
C 1.1330 0.2976 0.2329 0.743 1.511 0.323 0.5163
C 0.2749 1.6136 0.0233 -0.937 -2.325 1.377 -0.6916
O -1.0869 1.1117 0.1097 0.208 0.061 -0.361 -0.2928
C -2.1269 1.8459 -0.5331 0.916 -0.079 0.350 -0.7564
N 0.8847 -0.6771 -0.7690 -0.652 -1.187 -1.248 -0.6382
H 3.1864 -0.3634 0.3784 0.003 -0.123 -0.486 0.4093
H 2.9140 1.1373 1.1213 0.057 0.541 -0.237 0.3779
H 2.8799 1.0606 -0.7102 0.473 -0.016 0.160 0.2902
H 0.8957 -0.1915 1.1777 -0.404 0.824 0.624 0.3201
H 0.4333 2.1795 -0.8947 0.263 -0.203 -0.125 0.4293
H 0.4281 2.2063 0.9252 0.251 0.533 -0.190 0.2470
H -3.0270 1.2334 -0.4814 0.081 0.084 -0.041 0.2371
H -1.8493 2.0433 -1.5685 -0.157 0.037 -0.213 0.3214
H -2.2923 2.7948 -0.0227 -0.162 0.158 0.012 0.2765
H -0.0975 -0.9099 -0.7336 -0.549 0.338 -0.346 0.2442
H 1.2602 -1.5345 -0.3895 0.568 -0.352 -0.271 0.2250
C -2.1092 -5.0621 1.5021 -0.223 0.408 -1.229 -1.4807
C -0.9996 -6.0366 1.7516 0.992 -1.576 -1.214 0.5555
C -0.2781 -6.6670 0.4727 -0.762 0.419 -1.348 -0.8985
O 0.5449 -5.6960 -0.1777 0.503 0.930 1.539 -0.2449
C 1.2308 -6.0963 -1.3411 -2.276 -0.457 -0.410 -0.8345
N 0.0796 -5.3950 2.5173 -0.752 -0.524 0.013 -0.7953
H -1.7068 -4.2671 0.8743 -0.071 0.537 0.370 0.2287
H -2.5594 -4.7006 2.4266 0.383 0.154 -0.017 0.3569
H -2.9244 -5.4572 0.8959 -0.005 -0.452 0.033 0.3681
H -1.4627 -6.9187 2.1938 0.374 -0.037 0.749 0.3612
H -0.9640 -7.0435 -0.2862 -0.865 0.261 -0.127 0.4697
H 0.3004 -7.5802 0.6126 0.433 0.028 1.112 0.4274
H 1.7917 -5.2758 -1.7886 0.423 -0.213 0.627 0.2330
H 0.3944 -6.2575 -2.0213 0.153 -0.357 -0.880 0.3304
H 1.7073 -7.0708 -1.2336 0.670 0.235 0.126 0.2943
H 0.6584 -6.1588 2.8364 0.382 -0.073 0.431 0.2488
H 0.5941 -5.0290 1.7289 0.704 0.738 0.246 0.3746
C 4.4474 -5.4120 3.0938 -0.813 -0.231 0.762 -1.0849
C 4.4940 -5.7307 4.6048 1.015 0.204 -0.399 0.3573
C 4.3764 -7.2344 4.9500 -2.775 -0.507 0.675 -0.8027
O 3.1214 -7.8361 4.3488 2.025 0.291 0.091 -0.2070
C 2.9974 -9.2078 4.6881 -0.845 -0.112 -0.390 -0.8310
N 5.8277 -5.3048 5.1316 -0.312 -1.055 -0.002 -0.7508
H 3.4207 -5.2965 2.7465 -0.064 -0.323 -0.134 0.0366
H 4.9275 -6.2367 2.5671 0.145 0.306 -0.345 0.3346
H 4.9143 -4.4387 2.9422 0.279 -0.206 -0.211 0.4039
H 3.7193 -5.1651 5.1224 -0.040 -0.201 0.097 0.3488
H 4.1708 -7.3446 6.0147 0.195 0.445 0.335 0.3711
H 5.2345 -7.8967 4.8353 0.268 0.306 -0.992 0.3869
H 2.6645 -9.3677 5.7136 0.522 0.156 0.413 0.3344
H 3.8342 -9.8513 4.4163 0.596 0.347 0.308 0.3164
H 2.1882 -9.6637 4.1176 -0.262 0.483 -0.360 0.2454
H 6.0209 -4.3143 5.0913 -0.602 0.260 -0.022 0.2683
H 6.4523 -5.6918 4.4386 0.618 -0.136 0.116 0.2789
C 1.2196 9.9063 -0.3138 -0.525 0.839 -0.006 -1.3959
C 0.9117 8.5080 0.1727 2.347 -0.951 -1.648 0.4058
C 1.6297 7.4429 -0.8041 -1.737 0.667 -0.092 -0.5832
O 1.3430 7.6456 -2.2229 1.852 -0.097 0.384 -0.3445
C 2.4447 7.1918 -3.0953 -0.923 0.478 0.838 -0.6660
N 1.4912 8.3774 1.5250 -1.144 -0.396 0.080 -0.7146
H 0.6795 10.2163 -1.2084 -0.280 -0.307 0.047 0.3247
H 2.2559 10.1321 -0.5652 0.288 -0.441 0.339 0.2998
H 0.9174 10.5509 0.5116 0.087 0.342 -0.145 0.4053
H -0.1642 8.3413 0.1199 0.059 -0.056 0.605 0.3523
H 1.2156 6.4518 -0.6188 0.360 -0.231 0.607 0.2566
H 2.6858 7.5122 -0.5436 0.170 -0.125 -0.404 0.3921
H 2.0538 6.4080 -3.7441 0.050 0.228 -0.223 0.2198
H 3.3042 6.7799 -2.5664 -0.225 -0.114 0.457 0.3054
H 2.8427 8.0542 -3.6301 -0.323 -0.054 -0.318 0.2664
H 1.2249 7.5152 1.9785 -0.230 -0.109 -0.007 0.2404
H 2.4991 8.4021 1.5838 0.110 0.269 -0.547 0.2373
C -8.2672 -1.4631 -0.1184 0.054 -1.946 -0.359 -1.2943
C -9.0997 -0.2116 0.0540 2.065 0.707 -0.260 0.5013
C -10.3257 -0.3723 0.8885 -1.306 -1.494 -0.906 -0.7091
O -11.3277 0.6207 0.6945 0.812 0.582 2.260 -0.4191
C -11.1073 1.7785 1.6014 0.108 -0.284 -1.925 -0.7815
N -8.2057 0.7909 0.6155 0.406 0.111 -0.629 -0.6037
H -7.4198 -1.6679 0.5358 -0.037 0.734 0.471 0.3365
H -7.8448 -1.5585 -1.1187 0.013 0.389 -0.083 0.2801
H -8.8440 -2.3829 -0.0225 -0.439 -0.024 0.018 0.3255
H -9.2180 0.1352 -0.9726 -1.214 0.013 0.063 0.2390
H -10.0757 -0.5687 1.9311 0.203 0.578 0.321 0.3565
H -10.7559 -1.3319 0.6018 -0.560 -0.017 -0.282 0.3910
H -10.7592 2.5207 0.8830 -0.204 0.663 0.416 0.2906
H -10.3065 1.6716 2.3331 -0.148 -0.583 0.026 0.3452
H -12.0229 2.1058 2.0941 -0.080 -0.292 -0.221 0.2554
H -7.8527 0.4137 1.4834 -0.048 0.777 0.392 0.2677
H -8.6929 1.6750 0.6488 0.394 0.082 0.675 0.2211
C -5.9365 -5.9754 -4.5152 0.975 1.527 -0.406 -1.3917
C -5.7525 -5.2054 -5.8635 -1.731 -1.578 1.012 0.5348
C -4.6666 -4.1880 -5.7758 1.123 0.567 0.531 -0.7825
O -4.7750 -3.4018 -4.5862 -1.882 -0.289 0.513 -0.2335
C -3.6470 -2.8819 -3.9498 1.131 0.323 -1.339 -0.7877
N -5.5537 -6.1684 -6.9762 0.145 0.074 0.621 -0.7331
H -4.9590 -6.3623 -4.2273 -0.242 -0.973 -0.089 0.3417
H -6.8093 -6.6279 -4.4908 0.444 -0.335 -0.143 0.4026
H -6.0752 -5.2009 -3.7609 -0.395 0.037 0.000 0.3070
H -6.7292 -4.7334 -5.9704 -0.001 0.679 -0.279 0.1985
H -4.7565 -3.5868 -6.6806 0.377 0.494 -0.020 0.2872
H -3.6865 -4.6639 -5.7446 0.125 -0.301 -0.311 0.4189
H -2.8442 -3.6147 -3.8686 0.164 -0.206 -0.117 0.3204
H -3.7610 -2.4609 -2.9508 -1.027 -0.348 0.000 0.2556
H -3.3103 -2.0531 -4.5726 0.601 0.210 0.033 0.3407
H -6.3410 -6.7982 -6.9155 0.031 -0.386 0.054 0.2726
H -5.6570 -5.7713 -7.8991 0.163 0.555 -0.041 0.2452
C -6.5029 1.7915 -4.5630 0.132 0.202 -1.224 -0.5264
O -6.1407 0.6940 -5.4486 0.023 0.889 0.792 -0.4860
H -6.0642 2.7429 -4.8637 0.908 -0.222 -0.284 0.2208
H -7.5403 2.0605 -4.7617 -0.431 -0.677 0.859 0.2410
H -6.1765 1.6147 -3.5381 -0.626 -0.082 0.034 0.2592
H -5.8779 -0.0264 -4.8711 -0.002 -0.147 -0.161 0.2948
C 9.0860 -3.2686 1.5258 0.987 1.982 -1.227 -0.5399
O 8.0932 -2.2418 1.5531 -1.380 -0.680 0.900 -0.4975
H 9.9690 -2.6735 1.7589 0.794 -0.854 0.250 0.2418
H 8.9992 -4.1172 2.2043 -0.719 0.419 0.039 0.2277
H 9.1877 -3.5758 0.4849 0.105 -0.665 0.096 0.2585
H 8.2172 -1.6475 0.8095 0.232 -0.136 -0.125 0.2986
C -2.0352 5.0328 -4.8067 0.770 -0.266 1.181 -0.5508
O -2.2014 5.9375 -3.6775 -0.590 -0.571 -0.926 -0.4534
H -2.7016 4.1742 -4.7249 -0.492 0.412 0.177 0.2130
H -2.1323 5.4741 -5.7986 -0.072 0.362 0.216 0.2687
H -1.0573 4.5642 -4.6967 0.268 0.110 -0.380 0.2397
H -1.3515 6.3183 -3.4447 0.104 -0.001 -0.161 0.2898
C 3.0453 0.0833 -4.5991 -1.207 1.542 0.751 -0.4820
O 3.1765 -1.1625 -4.0195 0.707 -1.463 -0.060 -0.5062
H 3.9651 0.4529 -5.0525 -0.037 -0.403 -0.098 0.2553
H 2.1841 0.1725 -5.2613 0.190 -0.405 -0.759 0.2681
H 2.7392 0.7946 -3.8320 0.414 0.460 0.285 0.1275
H 2.5870 -1.2781 -3.2707 -0.151 0.314 0.002 0.3132
C -5.6065 7.6542 -0.8168 1.066 -0.923 -0.400 -0.4993
O -5.3915 6.3001 -1.2655 -0.920 -0.017 0.425 -0.4812
H -5.3898 8.3195 -1.6525 -0.265 0.366 0.210 0.2320
H -6.6204 7.7711 -0.4341 0.002 -0.216 -0.360 0.2163
H -4.9239 7.8477 0.0107 0.059 0.317 0.049 0.2323
H -4.5825 6.1947 -1.7716 0.128 0.454 0.010 0.2909
```
Positions in Å, forces in eV/Å.